11
Properties=species:S:1:pos:R:3 method="wB97M-V/def2-TZVPD" molar_mass_g_mol=100.1 e_tot_ha=-571.9106 homo_lumo_gap_ha=0.29711 smiles="O=P[C@H]1C=CC1" max_force_ev_per_a=5.78
O 1.1606 2.9546 0.8431
P 0.9939 1.6273 1.2901
C 0.2068 0.5160 -0.1997
C 0.8532 -0.8053 -0.2874
C -0.2086 -1.5373 0.0598
C -1.1116 -0.1883 0.0506
H 0.4033 1.1401 -1.1508
H 1.8473 -1.0050 -0.6235
H -0.6036 -2.5553 0.0700
H -1.7400 -0.2773 -0.8991
H -1.8013 0.1303 0.8469

***

11
Properties=species:S:1:pos:R:3 method="wB97M-V/def2-TZVPD" molar_mass_g_mol=116.1 e_tot_ha=-894.8533 homo_lumo_gap_ha=0.28036 smiles="C#CCCP=S" max_force_ev_per_a=5.86
C 2.0047 -1.5955 -0.0722
C 1.3032 -0.6342 0.1394
C 0.3854 0.5873 0.0617
C -0.9286 0.0619 -0.4306
P -2.4579 0.9474 0.0922
S -1.8169 2.2969 1.3087
H 2.5136 -2.5222 0.0234
H 0.2034 0.9110 1.0708
H 0.8567 1.1858 -0.5796
H -0.9836 -0.2422 -1.5329
H -1.0801 -0.9962 -0.0808

***

12
Properties=species:S:1:pos:R:3 method="wB97M-V/def2-TZVPD" molar_mass_g_mol=148.2 e_tot_ha=-1293.0127 homo_lumo_gap_ha=0.26201 max_force_ev_per_a=4.24
C 1.2655 -0.7932 0.0391
C -0.0875 -0.8503 0.0782
C 1.9991 0.4248 -0.0612
C -0.8759 0.2858 -0.2047
P 1.0761 1.8970 -0.3234
S -1.9088 0.7656 1.2094
S -1.7466 0.3011 -1.7596
H 1.9034 -1.7022 -0.0181
H -0.7309 -1.7248 0.2708
H 3.0780 0.3833 0.0168
H -0.9596 0.2310 2.0054
H -3.0129 0.7820 -1.2527

***

10
Properties=species:S:1:pos:R:3 method="wB97M-V/def2-TZVPD" molar_mass_g_mol=54.1 e_tot_ha=-155.7907 homo_lumo_gap_ha=0.36567 max_force_ev_per_a=4.41
C -0.4382 1.0426 -0.5917
C 0.9262 -0.5415 0.5426
C -0.0738 -0.4095 -0.4857
C -0.3280 0.3568 0.7312
H 0.2258 1.8290 -0.9172
H -1.4392 1.0709 -1.0952
H 0.7940 -1.4329 1.0563
H 1.8962 -0.2100 0.3989
H -0.5713 -1.9526 -1.2695
H -0.9915 0.2471 1.6303